Run 1
Formula: C2H3OPS
Source: the Open Molecules 2025 dataset
Level of theory: wB97M-V/def2-TZVPD

Structure (ORCA input):
```
! wB97M-V def2-TZVPD RIJCOSX def2/J DEFGRID3
* xyz 0 1
S -2.65 0.90 0.46
P -1.50 -0.28 -0.60
O 0.68 -1.82 0.34
C 0.33 0.36 -0.42
C 0.83 -0.65 0.52
H 0.38 1.45 -0.14
H 1.25 -0.23 1.45
H 0.67 0.26 -1.62
*
```

SMILES: O=CCP=S
Frontier orbital gap, eV: 7.507
Lowest unoccupied orbital energy, eV: -1.464

Results of the natural (NBO) charge analysis, in e, for atoms 1 through 6: -0.3757 0.7009 -0.5208 -0.8505 0.3953 0.2548

Run 2
Formula: C2H3OPS
Source: the Open Molecules 2025 dataset
Level of theory: wB97M-V/def2-TZVPD

Structure (ORCA input):
```
! wB97M-V def2-TZVPD RIJCOSX def2/J DEFGRID3
* xyz 0 1
S -0.35 1.49 -3.09
P -0.38 0.62 -0.05
O -1.78 0.55 0.37
C -0.33 0.56 -1.85
C 0.60 -0.65 0.99
H 0.61 -0.19 1.97
H 1.61 -0.80 0.63
H 0.03 -1.58 1.03
*
```

Frontier orbital gap (spin up / spin down), eV: 7.054 / 6.852
Lowest unoccupied orbital energy (spin up / spin down), eV: -1.140 / -1.249

Results of the natural (NBO) charge analysis, in e, for atoms 1 through 6: 0.3053 1.4831 -1.0369 -0.5491 -0.9370 0.2481

Result of the stability comparison: run 2 is the least stable of them.

Run 1
Formula: C3H4N2O3
Source: the Open Molecules 2025 dataset
Level of theory: wB97M-V/def2-TZVPD

Structure (ORCA input):
```
! wB97M-V def2-TZVPD RIJCOSX def2/J DEFGRID3
* xyz 0 1
O -0.63 -1.09 0.02
O -2.71 -0.12 0.19
O 1.81 1.58 0.09
N -0.65 1.13 -0.32
N 1.71 -1.66 0.09
C -1.52 0.06 0.01
C 0.71 -0.70 -0.03
C 0.70 0.72 -0.13
H 1.54 -2.23 -0.87
H 2.10 1.42 1.16
H 2.64 -1.14 -0.03
H -0.89 2.22 -0.18
*
```

SMILES: Nc1oc(=O)[nH]c1O
Frontier orbital gap, eV: 7.920
Lowest unoccupied orbital energy, eV: 0.025

Results of the natural (NBO) charge analysis, in e, for atoms 1 through 6: -0.4897 -0.5733 -0.6926 -0.6506 -0.8055 0.8737

Run 2
Formula: C3H4N2O3
Source: the Open Molecules 2025 dataset
Level of theory: wB97M-V/def2-TZVPD

Structure (ORCA input):
```
! wB97M-V def2-TZVPD RIJCOSX def2/J DEFGRID3
* xyz 0 1
O -3.31 -0.17 0.33
O 0.57 -1.03 -1.10
O -1.65 -0.87 -1.04
N -2.18 0.07 -0.03
N -0.58 -1.43 -0.41
C 0.85 1.76 0.67
C -0.28 1.54 0.32
C -1.59 1.20 0.37
H -2.19 1.60 1.11
H -0.50 -2.39 -0.70
H 1.63 2.49 0.61
H 0.68 -0.11 -0.64
*
```

SMILES: C#C/C=[N+](/[O-])ONO
Frontier orbital gap (spin up / spin down), eV: 8.541 / 8.542
Lowest unoccupied orbital energy (spin up / spin down), eV: -0.627 / -0.624

Results of the natural (NBO) charge analysis, in e, for atoms 1 through 6: -0.3690 -0.5884 -0.2273 0.4160 -0.0957 -0.2028

Result of the stability comparison: run 2 is the least stable of them.

Run 1
Formula: C6H8N4O
Source: the Open Molecules 2025 dataset
Level of theory: wB97M-V/def2-TZVPD

Structure (ORCA input):
```
! wB97M-V def2-TZVPD RIJCOSX def2/J DEFGRID3
* xyz 0 1
O 0.71 2.51 -0.78
N -0.77 -2.73 -0.66
N -0.30 0.93 0.17
N -0.40 2.13 -0.44
N 4.11 -1.19 0.24
C 3.14 -0.58 -0.08
C 1.89 -0.07 -0.60
C 0.97 0.40 0.54
C -1.59 0.42 0.67
C -1.50 -1.83 -0.38
C -2.36 -0.61 -0.15
H -3.33 -0.86 0.23
H -2.20 1.29 0.85
H -1.38 0.04 1.70
H -2.48 -0.22 -1.18
H 1.37 -0.94 -1.03
H 1.46 1.15 1.13
H 0.62 -0.47 1.18
H 2.04 0.63 -1.37
*
```

SMILES: N#CCCN(CCC#N)N=O
Frontier orbital gap, eV: 10.356
Lowest unoccupied orbital energy, eV: 0.210

Results of the natural (NBO) charge analysis, in e, for atoms 1 through 6: -0.4008 -0.3225 -0.2478 0.2496 -0.3092 0.2811

Run 2
Formula: C6H8N4O
Source: the Open Molecules 2025 dataset
Level of theory: wB97M-V/def2-TZVPD

Structure (ORCA input):
```
! wB97M-V def2-TZVPD RIJCOSX def2/J DEFGRID3
* xyz 0 1
O -1.46 -2.22 -0.10
N 2.27 1.49 -0.23
N 3.29 0.65 -0.09
N 2.94 -0.66 0.05
N 0.64 -1.60 0.21
C 1.59 -0.60 0.09
C -1.58 0.78 -1.25
C -1.03 0.08 -0.09
C -1.60 0.38 1.26
C -0.67 -1.33 -0.08
C 1.24 0.74 -0.02
H -1.01 -0.21 1.98
H -2.71 -0.04 1.30
H -1.73 1.41 1.51
H 4.29 0.87 -0.11
H 0.91 -2.56 0.05
H -1.38 1.78 -0.99
H -1.29 0.35 -2.19
H -2.70 0.69 -1.31
*
```

Frontier orbital gap (spin up / spin down), eV: 8.572 / 8.572
Lowest unoccupied orbital energy (spin up / spin down), eV: -0.345 / -0.346

Results of the natural (NBO) charge analysis, in e, for atoms 1 through 6: -0.5692 -0.2797 -0.1888 -0.2818 -0.5991 0.1715

Result of the stability comparison: run 2 is the least stable of them.

Run 1
Formula: C9H18N3
Source: the Open Molecules 2025 dataset
Level of theory: wB97M-V/def2-TZVPD

Structure (ORCA input):
```
! wB97M-V def2-TZVPD RIJCOSX def2/J DEFGRID3
* xyz 1 1
N 0.99 0.07 0.31
N -0.95 0.72 -1.64
N 1.76 -1.05 2.22
C 0.90 -3.28 -0.19
C -2.32 1.37 -1.56
C 2.43 3.09 1.90
C 3.13 2.05 1.71
C 1.67 0.05 1.41
C -4.32 1.31 -3.01
C 0.91 -2.18 2.15
C -3.41 0.65 -2.35
C 1.43 -3.01 1.00
H -0.06 -1.65 2.01
H 2.86 4.01 2.14
H -4.28 2.39 -2.98
H 0.92 0.78 -0.39
H -2.57 1.25 -0.54
H -2.07 2.33 -1.96
H 0.48 -0.80 0.12
H -0.92 -0.22 -1.51
H -5.19 0.85 -3.42
H -0.57 0.86 -2.61
H 2.39 -3.53 1.16
H 0.95 -2.70 3.15
H -3.38 -0.35 -2.16
H 1.38 -3.96 -0.98
H -0.05 -2.80 -0.47
H 3.96 1.47 1.83
H 1.39 3.26 1.72
H 2.53 -0.96 2.92
*
```

Frontier orbital gap, eV: 7.875
Lowest unoccupied orbital energy, eV: -4.396

Results of the natural (NBO) charge analysis, in e, for atoms 1 through 6: -0.7824 -0.8700 -0.6030 -0.3708 -0.2430 -0.4531

Run 2
Formula: C9H18N3
Source: the Open Molecules 2025 dataset
Level of theory: wB97M-V/def2-TZVPD

Structure (ORCA input):
```
! wB97M-V def2-TZVPD RIJCOSX def2/J DEFGRID3
* xyz 1 1
N -2.61 0.06 -0.22
N -0.46 -0.52 0.33
N 2.23 -0.63 0.17
C 2.15 -0.43 -1.04
C 2.22 -1.97 0.57
C -1.37 0.45 0.23
C -1.18 -1.59 -0.12
C -3.80 0.84 -0.42
C -1.23 1.79 0.96
C 2.40 0.31 1.27
C -2.47 -1.27 -0.58
C 2.15 0.93 -1.68
H -0.62 -2.54 -0.05
H -4.72 0.24 -0.77
H -0.22 2.01 1.26
H 3.19 1.26 -1.64
H 1.52 -2.54 -0.05
H 3.22 -2.41 0.53
H 2.58 -0.32 2.14
H -1.93 1.77 1.95
H 2.01 -2.20 1.57
H 1.26 0.83 1.27
H 1.97 -1.32 -1.65
H -3.76 1.54 -1.38
H -1.62 2.57 0.34
H -3.30 -1.88 -0.87
H 1.61 1.61 -0.98
H 1.72 0.90 -2.67
H 3.14 1.04 1.05
H -4.09 1.47 0.48
*
```

Frontier orbital gap, eV: 8.196
Lowest unoccupied orbital energy, eV: -3.370

Results of the natural (NBO) charge analysis, in e, for atoms 1 through 6: -0.3450 -0.5472 -0.2311 0.3180 -0.4324 0.3653

Result of the stability comparison: run 1 is the least stable of them.

Run 1
Formula: C5H12NS
Source: the Open Molecules 2025 dataset
Level of theory: wB97M-V/def2-TZVPD

Structure (ORCA input):
```
! wB97M-V def2-TZVPD RIJCOSX def2/J DEFGRID3
* xyz 1 3
S -2.43 2.13 -0.28
N 0.21 -1.61 1.57
C -0.01 -1.79 -1.26
C 0.71 0.46 -1.53
C 0.93 0.82 1.36
C 0.46 -0.54 0.82
C 0.30 -0.65 -0.62
H -3.34 1.19 0.28
H -3.13 3.18 0.13
H 0.91 0.27 -2.59
H 1.92 0.96 0.92
H 1.09 0.76 2.37
H 1.67 0.79 -1.10
H 0.04 -1.85 -2.34
H 0.40 -1.73 2.54
H 0.32 1.62 0.96
H 0.20 -2.53 1.04
H 0.04 1.28 -1.47
H -0.30 -2.78 -0.81
*
```

Frontier orbital gap (spin up / spin down), eV: 8.993 / 4.993
⟨S²⟩: 2.0064
Lowest unoccupied orbital energy (spin up / spin down), eV: -2.820 / -7.944

Results of the natural (NBO) charge analysis, in e, for atoms 1 through 6: -0.3446 -0.6361 -0.2200 -0.6886 -0.6458 0.2080

Run 2
Formula: C5H12NS
Source: the Open Molecules 2025 dataset
Level of theory: wB97M-V/def2-TZVPD

Structure (ORCA input):
```
! wB97M-V def2-TZVPD RIJCOSX def2/J DEFGRID3
* xyz 1 3
S -3.17 1.24 0.34
N 1.26 -0.15 0.26
C 1.42 -0.98 -0.95
C 1.21 -0.84 1.57
C -2.21 2.12 -2.09
C 1.03 1.12 0.22
C -2.04 1.31 -0.91
H 1.44 -0.18 -1.73
H -1.76 1.67 -2.97
H 0.46 -0.18 2.16
H 0.91 1.65 1.15
H 0.86 -1.92 1.50
H -2.55 0.38 1.09
H 2.29 -0.85 1.94
H -1.59 2.96 -1.94
H 0.42 -1.64 -1.01
H 2.23 -1.62 -0.89
H 1.06 1.76 -0.68
H -3.19 2.52 -2.23
*
```

Frontier orbital gap (spin up / spin down), eV: 5.274 / 8.412
⟨S²⟩: 2.0086
Lowest unoccupied orbital energy (spin up / spin down), eV: -4.793 / -5.115

Results of the natural (NBO) charge analysis, in e, for atoms 1 through 6: 0.1191 -0.2335 -0.4063 -0.4428 -0.7639 0.0986

Result of the stability comparison: run 2 is the least stable of them.

Run 1
Formula: C6H12NO
Source: the Open Molecules 2025 dataset
Level of theory: wB97M-V/def2-TZVPD

Structure (ORCA input):
```
! wB97M-V def2-TZVPD RIJCOSX def2/J DEFGRID3
* xyz 1 1
O -0.37 -1.18 1.02
N -2.57 0.00 0.59
C 2.06 -0.97 -0.66
C -2.55 -0.27 -0.81
C 1.24 0.26 -0.16
C 2.03 0.95 0.92
C -0.11 -0.30 0.31
C -1.37 0.44 -0.18
H 3.04 -0.46 -0.91
H 1.51 1.83 1.29
H 1.77 -1.30 -1.71
H -3.22 0.29 -1.42
H 0.95 0.98 -0.93
H 2.28 0.36 1.79
H -2.64 -1.30 -1.15
H 2.94 1.36 0.52
H 1.84 -1.83 -0.20
H -2.35 -0.88 1.16
H -3.20 0.58 0.97
H -1.29 1.45 -0.43
*
```

SMILES: CC(C)C(=O)[C@H]1C[NH2+]1
Frontier orbital gap, eV: 11.006
Lowest unoccupied orbital energy, eV: -3.383

Results of the natural (NBO) charge analysis, in e, for atoms 1 through 6: -0.5183 -0.4958 -0.6140 -0.2106 -0.3052 -0.6056

Run 2
Formula: C6H12NO
Source: the Open Molecules 2025 dataset
Level of theory: wB97M-V/def2-TZVPD

Structure (ORCA input):
```
! wB97M-V def2-TZVPD RIJCOSX def2/J DEFGRID3
* xyz 1 1
O -3.34 -0.73 -0.05
N -2.19 1.00 -1.55
C -0.06 0.65 -0.33
C 3.00 -0.75 1.63
C -1.26 0.00 -0.97
C -2.14 -0.88 -0.01
C 2.08 -0.15 0.60
C 0.75 -0.25 0.60
H -1.63 -1.61 0.62
H -0.25 1.55 0.27
H -3.16 0.73 -1.30
H 2.56 -1.60 2.13
H 4.00 -0.86 1.21
H 0.65 1.02 -1.08
H -0.91 -0.74 -1.69
H 3.13 0.01 2.42
H -1.95 1.93 -1.19
H -2.18 1.00 -2.56
H 0.27 -0.75 1.43
H 2.61 0.40 -0.18
*
```

SMILES: C/C=C/C[C@H]([NH3+])C=O
Frontier orbital gap, eV: 9.356
Lowest unoccupied orbital energy, eV: -3.682

Results of the natural (NBO) charge analysis, in e, for atoms 1 through 6: -0.4976 -0.6794 -0.4663 -0.6575 -0.1633 0.4394

Result of the stability comparison: run 1 is the least stable of them.